ORCA calculation (the ωB97M-V functional and the def2-TZVPD basis) on a molecular structure, C39H38CaIN7O2SSi at a distorted geometry.

Summary:
Relative energy (zero: lowest compared OMol25 entry of this formula, charge and spin): 67.98 kJ/mol
Charge: 0
HOMO: -6.95 eV

Each line ends with the Mulliken charge.
Cartesian coordinates (Å):
Ca: 0.68566 0.00262 -0.02681  1.57
C: 2.28127 2.18611 1.75474  -1.72
N: 2.27237 1.88722 0.31065  1.39
C: 2.11423 3.10980 -0.48436  -1.14
C: 1.63142 2.78007 -1.87529  0.46
C: 2.32478 3.17536 -3.00508  -0.96
C: 1.82531 2.83451 -4.25413  -0.74
C: 0.64757 2.11505 -4.32916  -1.09
C: 0.01870 1.76395 -3.14312  0.30
N: 0.48774 2.08037 -1.93731  0.17
C: 3.52128 1.17007 -0.02858  -2.04
C: 3.49325 0.45151 -1.36858  1.08
C: 4.66590 0.27827 -2.08538  -1.08
C: 4.63558 -0.45034 -3.26116  -0.66
C: 3.43074 -0.97462 -3.69906  -1.04
C: 2.30179 -0.75568 -2.93224  -0.30
N: 2.32695 -0.06280 -1.78506  1.01
C: 0.99157 2.76150 2.30362  1.00
C: 0.90867 3.01630 3.67010  -0.98
C: -0.28363 3.48195 4.18040  -0.50
C: -1.35404 3.68304 3.31480  -0.65
C: -1.16976 3.41213 1.97490  -0.51
N: -0.01276 2.96903 1.46935  0.09
H: 3.09591 2.88491 1.99530  0.63
H: 2.48848 1.25588 2.28811  0.53
H: 3.04538 3.68923 -0.49909  0.25
H: 1.33006 3.70265 -0.01916  0.60
H: 3.25334 3.72319 -2.90295  0.44
H: 2.35655 3.11952 -5.15382  0.42
H: 0.22555 1.81136 -5.27803  0.48
H: -0.89158 1.17280 -3.16907  0.33
H: 3.70352 0.40393 0.73109  0.34
H: 4.38061 1.85173 -0.00322  0.54
H: 5.58898 0.70702 -1.71609  0.53
H: 5.54326 -0.60256 -3.83239  0.43
H: 3.35527 -1.54191 -4.61677  0.52
H: 1.33459 -1.13920 -3.24588  0.29
H: 1.75637 2.81655 4.31561  0.44
H: -0.38965 3.66994 5.24183  0.41
H: -2.31331 4.03172 3.67389  0.49
H: -1.98124 3.53654 1.26485  0.45
C: -5.57661 0.17942 3.72616  -1.19
Si: -3.74541 -0.17319 3.58860  0.20
C: -3.50518 -2.00372 3.75083  -1.02
C: -2.92289 0.73868 4.97982  -0.87
C: -3.20287 0.40126 1.88147  0.57
C: -4.11628 0.95194 1.00216  0.09
C: -3.75388 1.33042 -0.29616  -1.59
C: -2.45856 1.09132 -0.67404  -0.39
N: -1.53794 0.54549 0.13517  0.54
C: -1.85996 0.23672 1.41858  -0.46
S: -0.57303 -0.33604 2.44972  -0.30
H: -5.95039 -0.18134 4.68994  0.32
H: -6.15436 -0.31946 2.94216  0.32
H: -5.78359 1.25348 3.67442  0.29
H: -3.64124 -2.31069 4.79277  0.35
H: -2.49997 -2.28896 3.43500  0.28
H: -4.23403 -2.54303 3.13902  0.30
H: -3.24285 0.29173 5.92729  0.41
H: -3.21819 1.79224 4.98632  0.24
H: -1.83540 0.67760 4.90776  0.21
H: -5.14290 1.10177 1.32067  0.39
H: -4.45965 1.77730 -0.98286  0.49
H: -2.11688 1.34684 -1.67096  0.15
O: 4.23212 -1.85950 1.59036  -0.77
C: 3.21874 -2.36305 1.15632  -0.05
N: 2.12637 -1.68293 0.64257  0.09
C: 1.22596 -2.59804 0.19965  0.11
O: 0.16331 -2.28438 -0.37561  -0.68
C: 1.70326 -3.99010 0.47759  0.39
C: 1.13741 -5.22339 0.24900  -0.30
C: 1.87537 -6.34156 0.64027  -0.60
C: 3.12864 -6.20136 1.23237  -0.44
C: 3.68382 -4.94006 1.45450  -0.53
C: 2.94239 -3.84886 1.06459  -0.15
H: 0.16225 -5.31812 -0.21133  0.50
H: 1.46941 -7.33296 0.48401  0.41
H: 3.67719 -7.08671 1.52768  0.39
H: 4.65530 -4.81916 1.91647  0.48
I: -0.14626 -0.53098 -6.50608  0.06
C: -1.49956 -0.98648 -4.96574  0.14
C: -2.85514 -1.04246 -5.26096  -0.62
C: -3.72200 -1.32706 -4.21691  -0.39
C: -3.20767 -1.53942 -2.94859  -1.09
C: -1.83637 -1.46886 -2.77506  -0.46
N: -0.98338 -1.18902 -3.77095  0.01
H: -3.21230 -0.86478 -6.26496  0.40
H: -4.78919 -1.37543 -4.39673  0.41
H: -3.84970 -1.74771 -2.10317  0.49
H: -1.39462 -1.60613 -1.80058  1.11

ORCA calculation (the ωB97M-V functional and the def2-TZVPD basis) on a molecular structure, C39H38Cl2F6N2O9PS4Si2Ti at a distorted geometry.

Summary:
Relative energy (zero: lowest compared OMol25 entry of this formula, charge and spin): 650.02 kJ/mol
2S+1: 2
Expectation value of S²: 0.75
Charge: -2
HOMO (spin up / spin down): -1.51 / -2.10 eV

Each line ends with the Mulliken charge.
Cartesian coordinates (Å):
Ti: 1.02712 0.08145 0.64529  0.21
C: -2.19822 2.42882 0.30894  -0.37
Si: -0.59006 2.35264 -0.72285  0.69
C: 0.34356 3.99142 -0.98000  -1.06
C: -1.36599 2.25866 -2.47823  0.25
C: -2.27915 3.13777 -3.05599  -0.98
C: -2.58372 3.03614 -4.40752  -0.69
C: -1.96262 2.06648 -5.18859  -0.68
C: -1.05853 1.18280 -4.61290  -0.83
C: -0.76601 1.26688 -3.25279  0.41
Si: 0.51567 0.30996 -2.20731  2.35
C: 0.16736 -1.53253 -2.60340  -0.90
C: 2.13369 0.72700 -3.10734  -1.26
H: -2.83916 3.20718 -0.11288  0.48
H: -2.02438 2.66865 1.35215  -0.24
H: -2.74508 1.48376 0.26922  0.03
H: -0.38330 4.77925 -1.19681  0.37
H: 1.01628 3.90273 -1.83721  0.22
H: 0.92240 4.28832 -0.11149  0.30
H: -2.73696 3.91564 -2.45142  0.38
H: -3.28840 3.72551 -4.86112  0.37
H: -2.17535 2.01561 -6.25165  0.35
H: -0.56625 0.43800 -5.23333  0.35
H: -0.07155 -1.65020 -3.66427  0.66
H: -0.67201 -1.92865 -2.02630  0.02
H: 1.04718 -2.13443 -2.37131  0.00
H: 2.06271 0.43586 -4.15857  0.62
H: 2.99299 0.23268 -2.65411  0.19
H: 2.29778 1.80358 -3.07114  -0.05
Cl: 1.24099 -0.08770 2.86145  -0.54
O: -0.87103 -0.36489 0.69521  0.17
P: -1.97721 -1.23124 1.23814  1.18
C: -3.16719 -1.49899 -0.08299  0.63
C: -4.17638 -2.46303 -0.00568  -0.73
C: -5.09615 -2.58449 -1.03180  -0.80
C: -5.01208 -1.76781 -2.15426  -0.71
C: -3.97729 -0.84525 -2.25794  -1.02
C: -3.05853 -0.71944 -1.23389  0.06
C: -2.82951 -0.46909 2.63715  0.49
C: -2.08933 0.40045 3.44128  -0.14
C: -2.70252 1.04080 4.50539  -0.78
C: -4.04631 0.82793 4.77647  -0.63
C: -4.79154 -0.01651 3.95930  -0.58
C: -4.18973 -0.65324 2.88886  -0.72
C: -1.39739 -2.85352 1.77486  1.01
C: -1.81339 -3.38029 2.99772  -0.35
C: -1.55831 -4.70483 3.31059  -0.80
C: -0.90579 -5.51979 2.39653  -0.70
C: -0.48720 -4.99683 1.17787  -0.59
C: -0.74341 -3.67779 0.85556  -0.20
H: -4.21817 -3.12468 0.85261  0.53
H: -5.88857 -3.32016 -0.96259  0.40
H: -5.74814 -1.84636 -2.94395  0.38
H: -3.88432 -0.20857 -3.12954  0.49
H: -2.24912 -0.00540 -1.30904  -0.23
H: -1.03467 0.56006 3.23463  -0.02
H: -2.11747 1.71154 5.12162  0.47
H: -4.51552 1.31459 5.62238  0.37
H: -5.84377 -0.17477 4.16233  0.39
H: -4.77613 -1.29479 2.24348  0.29
H: -2.30846 -2.72672 3.70496  0.39
H: -1.87010 -5.10690 4.26658  0.41
H: -0.72249 -6.56099 2.63058  0.37
H: 0.03781 -5.62893 0.47304  0.50
H: -0.40146 -3.25376 -0.07986  0.10
O: 2.07118 -0.76949 -0.53934  0.71
N: 1.45966 -1.74311 0.20811  -0.35
C: -1.13653 4.58282 5.33754  -0.96
O: -0.44310 3.73921 4.43699  -0.17
C: -0.46734 4.01608 3.09779  -0.27
S: -1.40666 5.26735 2.50601  -0.39
S: 0.53854 2.98889 2.21150  0.15
H: -1.02617 4.12045 6.31973  0.25
H: -2.19080 4.67030 5.07014  0.37
H: -0.70493 5.58640 5.34729  0.34
F: 4.06859 1.62527 3.13793  -0.19
C: 4.31536 2.37971 2.06798  0.23
F: 5.65287 2.51972 1.98168  -0.22
F: 3.76189 3.55416 2.26915  -0.18
S: 3.76633 1.33061 0.58590  0.24
O: 2.34701 1.61784 0.36856  0.45
O: 4.08654 0.02850 1.06254  -0.70
N: 4.66015 1.64903 -0.67397  -0.34
S: 5.30819 3.03416 -1.05749  0.98
O: 4.75782 4.17137 -0.38427  -0.63
O: 6.72825 2.94910 -1.22526  -0.70
C: 4.73346 3.27033 -2.81307  0.58
F: 5.41244 4.30114 -3.34695  -0.24
F: 3.43303 3.57158 -2.85754  -0.21
F: 4.94898 2.19935 -3.58646  -0.24
Cl: 4.07864 -5.25978 -4.42868  -0.27
C: 3.83407 -4.56582 -2.84877  0.48
C: 4.21580 -3.25543 -2.61211  -0.85
C: 4.02064 -2.70950 -1.35260  0.09
C: 3.45026 -3.47644 -0.34521  0.35
C: 3.06658 -4.78755 -0.60132  -0.19
C: 3.25718 -5.34116 -1.85684  -0.86
C: 3.34115 -2.96467 1.06620  -0.20
O: 4.09684 -3.34943 1.92751  -0.70
O: 2.36202 -2.11842 1.32734  -0.59
H: 4.66716 -2.67158 -3.40279  0.46
H: 4.30491 -1.68772 -1.13645  0.48
H: 2.62775 -5.36702 0.20077  0.57
H: 2.97215 -6.36583 -2.05565  0.40

ORCA calculation (the ωB97M-V functional and the def2-TZVPD basis) on C39H38N2O3 in the gas phase at a distorted geometry.

Summary:
Relative energy (zero: lowest compared OMol25 entry of this formula, charge and spin): 0.00 kJ/mol
Charge: 0
HOMO: -6.52 eV

Each line ends with the Mulliken charge.
Cartesian coordinates (Å):
C: -6.45266 0.52568 -0.69646  -1.50
C: -5.09453 0.34025 -0.08439  0.62
C: -4.73860 -0.86067 0.53401  -0.90
C: -3.47073 -1.03971 1.09783  0.79
C: -3.20592 -2.31180 1.82821  -2.09
C: -2.54666 0.01835 1.02996  0.49
N: -1.33337 -0.11614 1.78421  1.35
C: -0.08672 0.22088 1.41435  -0.58
C: 0.34706 0.62907 0.06781  -1.62
N: 0.71210 0.16071 2.49227  1.51
C: 2.04073 0.68269 2.63492  -0.26
C: 2.20783 2.02489 2.98973  0.89
C: 1.03734 2.86696 3.39157  -1.11
C: 3.51142 2.53221 2.99718  -0.99
C: 4.60271 1.70412 2.71161  0.42
C: 5.93599 2.30507 2.37142  -1.53
C: 4.40601 0.31867 2.72380  -1.03
C: 3.11070 -0.21325 2.70762  0.50
C: 2.84708 -1.67612 2.82786  -1.05
C: -0.06073 -0.22212 3.59348  -1.03
C: -1.31104 -0.37723 3.16280  -0.79
C: -2.94286 1.28829 0.56486  0.77
C: -2.20598 2.55194 0.90735  -1.25
C: -4.18135 1.39333 -0.07780  -1.20
H: -6.42524 1.35041 -1.41622  0.39
H: -6.77055 -0.38906 -1.20796  0.39
H: -7.21381 0.77010 0.05822  0.28
H: -5.46574 -1.67302 0.60438  0.44
H: -2.16098 -2.62756 1.78978  0.22
H: -3.52231 -2.23014 2.88212  0.38
H: -3.80724 -3.11223 1.38286  0.49
H: 0.94656 1.55243 0.19817  0.61
H: -0.60175 0.81246 -0.46279  0.16
H: 1.39611 3.87058 3.64952  0.45
H: 0.28745 2.98573 2.59614  0.06
H: 0.53036 2.46874 4.28370  0.26
H: 3.65784 3.59256 3.21420  0.37
H: 6.60369 1.53679 1.96986  0.39
H: 5.80993 3.08595 1.60815  0.36
H: 6.42926 2.77339 3.23284  0.32
H: 5.25651 -0.36127 2.72276  0.40
H: 3.79554 -2.21641 2.73396  0.40
H: 2.42112 -1.92405 3.81499  0.26
H: 2.14792 -2.04601 2.06450  -0.02
H: 0.36401 -0.28188 4.57861  0.66
H: -2.20639 -0.62756 3.69273  0.67
H: -2.80952 3.41109 0.57810  0.52
H: -2.06794 2.66860 1.99543  0.20
H: -1.22780 2.65249 0.41909  0.21
H: -4.46963 2.35041 -0.51219  0.38
C: 2.17515 2.80624 -6.47159  -0.79
O: 3.05851 2.36091 -5.42032  -0.46
C: 2.53682 1.75960 -4.31268  0.79
C: 1.15950 1.66074 -4.00939  -0.59
C: 0.78598 1.08854 -2.79785  -0.29
C: 1.69113 0.39072 -1.99198  -0.44
C: 1.17206 -0.34354 -0.74534  2.61
C: 0.35292 -1.54425 -1.12497  -0.91
C: 0.03806 -2.60176 -0.20289  0.16
O: 0.27223 -2.67158 1.01681  -0.87
C: -0.80674 -3.57713 -0.95601  -0.32
C: -1.13826 -3.02204 -2.18927  -0.19
C: -2.00738 -3.64436 -3.08197  -0.40
C: -2.56979 -4.86502 -2.69280  -0.56
C: -2.19410 -5.45734 -1.46239  -0.57
C: -1.30148 -4.82747 -0.58546  -0.08
C: -0.45493 -1.71469 -2.32557  0.76
O: -0.68681 -0.94974 -3.27473  -0.80
C: 3.05005 0.48013 -2.30970  -0.34
C: 3.47490 1.19232 -3.41669  -0.91
H: 2.84445 3.03149 -7.30370  0.25
H: 1.46889 2.02086 -6.77457  0.32
H: 1.63254 3.71836 -6.17487  0.30
H: 0.38424 2.01131 -4.70161  0.34
H: -0.24761 1.20364 -2.48245  0.20
H: 2.00766 -0.69696 -0.11422  0.62
H: -2.19266 -3.17335 -4.04287  0.48
H: -3.28408 -5.37233 -3.34743  0.39
H: -2.59584 -6.43847 -1.20127  0.38
H: -0.95430 -5.27554 0.34718  0.46
H: 3.77237 0.01304 -1.63454  0.41
H: 4.53130 1.29907 -3.65999  0.39

Question: Which of these has the lowest charge?
Answer: C39H38Cl2F6N2O9PS4Si2Ti

Question: Look up the relative energy (zero: lowest compared OMol25 entry of this formula, charge and spin) of the second one.
Answer: 650.02 kJ/mol